# 1
118
Properties=species:S:1:pos:R:3 method="wB97M-V/def2-TZVPD" homo_energy_ev="-14.0 / -14.2" multiplicity=2 e_above_lowest_kcal_mol=8.3 total_charge=+3 energy_ha=-3545.325320
Ir 0.43 1.80 -0.02
C 3.45 4.42 1.01
O 2.37 3.59 1.46
C 2.56 2.80 2.49
C 3.71 2.83 3.28
C 3.80 2.06 4.41
C 2.74 1.21 4.79
C 1.62 1.13 4.03
C 1.50 1.88 2.82
N 0.39 1.70 1.99
N -0.55 1.01 2.59
C -1.74 0.72 2.09
C -2.24 1.09 0.75
O -1.59 1.86 0.00
C -3.51 0.60 0.31
C -4.27 -0.15 1.14
C -3.87 -0.49 2.48
C -4.71 -1.24 3.30
C -4.35 -1.52 4.61
C -3.14 -1.04 5.11
C -2.29 -0.30 4.30
C -2.63 -0.04 2.97
H 3.76 5.11 1.79
H 3.05 4.98 0.17
H 4.29 3.80 0.69
H 4.53 3.48 3.01
H 4.70 2.10 5.01
H 2.82 0.62 5.69
H 0.82 0.46 4.29
H -3.82 0.86 -0.69
H -5.24 -0.49 0.80
H -5.65 -1.59 2.91
H -5.01 -2.10 5.24
H -2.87 -1.23 6.14
H -1.36 0.08 4.70
C 4.73 -4.51 -1.35
C 4.30 -4.13 0.06
N 3.21 -3.14 0.06
C 3.52 -1.85 0.17
C 2.62 -0.81 0.17
C 3.18 0.57 0.27
O 4.30 0.75 0.71
O 2.42 1.51 -0.20
C 1.24 -1.10 0.10
O 0.30 -0.25 0.17
C 0.89 -2.51 -0.01
C -0.45 -2.89 -0.08
C -0.80 -4.21 -0.20
F -2.11 -4.51 -0.22
C 0.17 -5.23 -0.28
C 1.50 -4.84 -0.22
C 1.87 -3.50 -0.06
N -0.14 -6.60 -0.47
C 0.56 -7.61 0.31
C 0.88 -8.81 -0.58
N -0.18 -8.91 -1.65
C -1.52 -8.52 -1.10
C -1.51 -7.02 -0.80
H 5.50 -5.28 -1.30
H 5.16 -3.64 -1.86
H 3.90 -4.87 -1.95
H 5.13 -3.70 0.61
H 3.97 -5.01 0.62
H 4.57 -1.60 0.27
H -1.23 -2.14 -0.01
H 2.26 -5.60 -0.33
H -0.06 -7.92 1.16
H 1.48 -7.22 0.72
H 0.88 -9.73 -0.01
H 1.84 -8.71 -1.08
H -0.20 -9.86 -2.03
H 0.05 -8.27 -2.41
H -1.69 -9.13 -0.21
H -2.29 -8.76 -1.83
H -2.23 -6.83 0.00
H -1.84 -6.47 -1.68
C -3.57 4.10 1.89
N -2.17 4.40 1.56
C -1.30 4.39 2.73
C -1.71 4.52 0.30
S -0.01 4.25 -0.03
N -2.53 4.92 -0.67
C -3.70 5.79 -0.44
C -2.18 4.80 -2.08
H -3.57 3.30 2.63
H -4.11 3.76 1.01
H -4.08 4.96 2.32
H -1.77 5.01 3.50
H -0.33 4.79 2.49
H -1.19 3.38 3.13
H -3.69 6.20 0.57
H -4.63 5.26 -0.61
H -3.64 6.62 -1.14
H -1.66 3.86 -2.25
H -1.54 5.62 -2.40
H -3.10 4.82 -2.65
C -2.43 1.53 -4.40
C -1.27 2.04 -5.24
C 0.08 1.69 -4.64
S 0.43 2.70 -3.18
O 0.59 1.63 -2.08
C 2.11 3.26 -3.54
C 2.06 4.67 -4.15
C 1.92 5.76 -3.09
H -3.39 1.77 -4.86
H -2.42 1.96 -3.40
H -2.38 0.44 -4.30
H -1.35 3.13 -5.37
H -1.32 1.61 -6.24
H 0.89 1.83 -5.36
H 0.11 0.67 -4.27
H 2.58 2.54 -4.21
H 2.62 3.24 -2.58
H 1.23 4.73 -4.86
H 2.97 4.82 -4.73
H 1.09 5.54 -2.41
H 1.73 6.72 -3.56
H 2.83 5.84 -2.50

# 2
55
Properties=species:S:1:pos:R:3 method="wB97M-V/def2-TZVPD" homo_energy_ev=-10.1 e_above_lowest_kcal_mol=0.0 total_charge=+1 energy_ha=-2448.342647
Ir -0.05 -0.21 0.07
I 5.17 -0.10 0.27
C 3.73 0.08 1.76
C 4.11 0.26 3.10
C 3.19 0.37 4.11
I 3.86 0.62 6.06
C 1.81 0.30 3.80
C 0.75 0.41 4.74
C -0.55 0.34 4.33
C -0.84 0.15 2.97
N 0.13 0.04 2.08
C 1.44 0.12 2.45
C 2.40 0.01 1.40
O 1.98 -0.15 0.16
H 5.17 0.31 3.33
H 0.99 0.56 5.78
H -1.36 0.42 5.04
H -1.85 0.08 2.58
N -0.02 -0.34 -2.02
C -0.07 0.98 -2.62
C -0.11 1.20 -3.96
C -0.15 2.52 -4.46
C -0.16 3.59 -3.60
C -0.14 3.38 -2.20
C -0.15 4.42 -1.25
C -0.14 4.12 0.08
C -0.10 2.77 0.48
N -0.08 1.78 -0.38
C -0.09 2.06 -1.72
H -0.84 -0.92 -2.26
H 0.81 -0.84 -2.32
H -0.11 0.37 -4.65
H -0.18 2.69 -5.52
H -0.19 4.60 -3.98
H -0.19 5.45 -1.58
H -0.15 4.89 0.84
H -0.09 2.51 1.53
C -4.29 -0.92 -0.41
C -2.81 -0.96 -0.70
O -2.35 -1.65 -1.61
O -2.11 -0.18 0.07
H -4.79 -1.75 -0.91
H -4.69 0.02 -0.80
H -4.47 -0.94 0.66
C -1.71 -4.63 -0.72
N -0.41 -4.25 -1.26
C 0.38 -3.31 -0.79
N 1.50 -3.00 -1.46
S 0.09 -2.49 0.70
H -1.91 -5.67 -1.00
H -2.48 -3.98 -1.13
H -1.70 -4.54 0.36
H -0.14 -4.70 -2.13
H 1.79 -3.49 -2.29
H 2.16 -2.40 -1.00

# 3
9
Properties=species:S:1:pos:R:3 method="wB97M-V/def2-TZVPD" homo_energy_ev=-9.0 e_above_lowest_kcal_mol=85.6 total_charge=0 energy_ha=-370.453588
C -1.33 0.11 -0.67
C 0.11 0.14 0.98
C 0.76 -0.21 -0.48
N -1.26 0.32 0.55
F 1.67 0.55 -1.14
F 1.35 -1.46 -0.68
H -2.11 0.16 -1.44
H 0.29 -0.62 1.60
H 0.52 1.01 1.27